82
Properties=species:S:1:pos:R:3 method="wB97M-V/def2-TZVPD" s_squared=0.78 e_lumo_ev="-6.38 / -5.91" homo_ev="-13.79 / -13.79" total_charge=+2 e_above_lowest_kj_mol=33.23 spin_multiplicity=2
Mn -0.72719 -0.60530 0.46482
N 0.01240 -4.04145 -1.14859
C 1.17166 -3.54056 -0.70380
S 1.39731 -1.83901 -0.57271
N 2.12800 -4.41409 -0.41586
C 3.37617 -4.18939 0.26807
C 4.27853 -3.23022 -0.15667
C 5.45759 -3.05728 0.55526
C 5.73566 -3.84502 1.66429
C 4.83937 -4.83209 2.05361
C 3.65613 -5.00736 1.35292
H -0.75030 -3.41487 -1.33046
H -0.14961 -5.03148 -1.24098
H 1.87174 -5.38992 -0.48759
H 4.08558 -2.64741 -1.04637
H 6.17252 -2.31603 0.22340
H 6.65918 -3.70608 2.21065
H 5.06099 -5.46932 2.89940
H 2.95257 -5.77683 1.65161
C -1.48605 0.12972 -4.05201
C -2.10882 -0.54349 -2.83336
C -3.32387 0.22874 -2.35317
C -2.49311 -1.98695 -3.14191
N -1.05772 -0.66959 -1.75841
N -0.58858 0.52974 -1.18616
H -2.23624 0.23366 -4.83601
H -0.65816 -0.45861 -4.45590
H -1.12015 1.13306 -3.81697
H -4.14826 0.04289 -3.04218
H -3.15903 1.30822 -2.34258
H -3.63680 -0.09292 -1.36228
H -3.22012 -2.01035 -3.95282
H -2.94864 -2.46053 -2.26754
H -1.62556 -2.57372 -3.46312
H -0.24892 -1.16486 -2.12745
H -1.23760 1.29989 -1.35590
H 0.32883 0.81031 -1.52739
C 1.45485 -0.20305 4.79193
C 1.02509 -1.30348 3.82556
C 2.23769 -2.03193 3.26101
C 0.08225 -2.28379 4.50635
N 0.22533 -0.71232 2.70242
N 0.92385 0.02715 1.70273
H 2.09233 -0.61203 5.57685
H 0.58861 0.25669 5.27602
H 2.03134 0.57845 4.28714
H 2.69945 -2.62227 4.05237
H 3.00604 -1.34736 2.89063
H 1.95386 -2.71456 2.45557
H 0.57256 -2.73748 5.36772
H -0.21509 -3.07253 3.81386
H -0.81963 -1.77908 4.86572
H -0.44903 -0.07887 3.11769
H 1.69066 -0.56205 1.38730
H 1.31690 0.90194 2.04878
C -4.13665 -3.09838 0.79666
O -3.59502 -1.78722 0.41844
C -2.33301 -1.61265 0.59814
O -1.49336 -2.42016 1.00403
H -5.20509 -3.01653 0.64270
H -3.90067 -3.29517 1.83827
H -3.70764 -3.86533 0.15788
C -3.31109 0.43693 2.65317
Si -2.14964 1.19304 1.43102
C -0.95089 2.31833 2.30838
C -2.98548 2.24797 0.17686
C -2.24842 3.19560 -0.54875
C -2.87480 4.07384 -1.42380
C -4.25605 4.02716 -1.57353
C -5.00499 3.11151 -0.84664
C -4.37360 2.22574 0.01714
H -3.55981 1.18197 3.41486
H -2.87408 -0.43014 3.15536
H -4.24067 0.11461 2.18126
H -1.49784 3.25158 2.47563
H -0.06750 2.56780 1.71866
H -0.62881 1.95219 3.28687
H -1.17243 3.28080 -0.40734
H -2.29308 4.80337 -1.97313
H -4.74904 4.71513 -2.24822
H -6.08261 3.08960 -0.95057
H -4.97656 1.51457 0.57045

***

83
Properties=species:S:1:pos:R:3 method="wB97M-V/def2-TZVPD" s_squared=2.02 e_lumo_ev="-2.15 / -3.64" homo_ev="-9.48 / -9.52" total_charge=+1 e_above_lowest_kj_mol=58.11 spin_multiplicity=3
Ni -0.25668 -0.08158 -0.28995
C 0.50164 -1.25392 4.61050
Sb 0.20835 -0.18762 2.75273
C 0.85087 1.69940 3.57828
C -1.93871 0.21939 2.92999
C -2.79006 -0.77151 3.64778
C -3.58880 -0.31977 4.69897
C -4.51988 -1.14124 5.31088
C -4.68347 -2.43895 4.85453
C -3.87712 -2.90982 3.83337
C -2.90475 -2.10816 3.23431
C -1.97539 -2.74984 2.25169
Sb -1.77664 -1.98738 0.22061
C -3.78826 -2.46943 -0.35918
C -0.76180 -3.76978 -0.45073
H 0.01051 -0.70226 5.41017
H 1.57137 -1.30625 4.80562
H 0.09741 -2.26300 4.56560
H 0.39174 1.78341 4.56243
H 0.52741 2.51799 2.94336
H 1.93484 1.71439 3.68195
H -2.28287 0.34280 1.90201
H -2.00108 1.19706 3.40661
H -3.48862 0.70880 5.02448
H -5.12505 -0.76476 6.12481
H -5.42589 -3.08679 5.30127
H -3.98908 -3.93616 3.50182
H -2.27915 -3.78425 2.08669
H -0.95176 -2.77009 2.63400
H -3.84641 -3.54442 -0.51878
H -4.10734 -1.94742 -1.25810
H -4.44201 -2.19216 0.46718
H -1.50123 -4.52998 -0.69577
H -0.13367 -4.12579 0.36494
H -0.13477 -3.57857 -1.31922
C 3.22222 3.83414 -1.11193
N 2.48019 2.59534 -0.91221
C 2.90400 1.35327 -1.05181
S 2.14407 0.03289 -0.23084
N 3.98389 1.04673 -1.77719
C 4.64643 1.86560 -2.78492
H 2.88650 4.53795 -0.35386
H 3.03246 4.27735 -2.09048
H 4.29021 3.67487 -0.98650
H 1.55632 2.69724 -0.49306
H 4.24308 0.07515 -1.73466
H 5.51727 2.38629 -2.38624
H 3.94904 2.59146 -3.19511
H 4.98060 1.21708 -3.59168
C -1.29861 6.45036 -1.83654
S -0.70813 5.04889 -0.84652
C -2.16736 4.10270 -0.66362
C -2.12444 2.84146 -0.16885
S -0.66995 2.08756 0.36130
S -3.67803 2.04362 0.00940
C -4.66914 3.33912 -0.59316
S -6.28850 3.27400 -0.72890
S -3.74334 4.74909 -1.04326
H -0.46398 7.14349 -1.90245
H -2.13634 6.93651 -1.34296
H -1.58131 6.11334 -2.83121
C -0.54188 2.34698 -4.55937
C -0.53006 2.00415 -3.07161
P -0.47298 0.22050 -2.60734
C -1.97900 -0.41918 -3.45477
C -2.05209 -1.93900 -3.58451
C 0.89917 -0.41749 -3.66789
C 1.43196 -1.80447 -3.28900
H -0.47374 3.42897 -4.67502
H -1.46636 2.02726 -5.03806
H 0.29639 1.90246 -5.09662
H -1.42569 2.40940 -2.59395
H 0.31856 2.47632 -2.57243
H -2.00607 0.03288 -4.44668
H -2.83562 -0.04392 -2.88691
H -1.27131 -2.31478 -4.24416
H -3.01076 -2.23601 -4.00860
H -1.94654 -2.43238 -2.61603
H 1.70149 0.31918 -3.57008
H 0.55973 -0.41705 -4.70524
H 1.57026 -1.88480 -2.21342
H 2.39712 -1.97669 -3.76699
H 0.76367 -2.60083 -3.61403

***

84
Properties=species:S:1:pos:R:3 method="wB97M-V/def2-TZVPD" s_squared=0.77 e_lumo_ev="2.19 / 2.15" homo_ev="-4.56 / -4.58" total_charge=-1 e_above_lowest_kj_mol=42.75 spin_multiplicity=2
Ru -0.24926 0.67897 -0.36335
C -2.27319 4.18536 0.97413
C -1.95443 2.71808 0.81720
O -0.85237 2.48221 0.19016
C -2.79429 1.78647 1.38735
C -2.61616 0.37330 1.41826
C -3.48426 -0.44327 2.33513
N -1.68238 -0.20726 0.71879
N -1.53366 -1.58465 0.87759
C -0.43721 -1.99364 0.32797
O 0.45016 -1.19707 -0.21252
C -0.14395 -3.44840 0.30512
C -1.04224 -4.36724 0.84457
C -0.76406 -5.72274 0.79663
C 0.41144 -6.17459 0.20818
C 1.30553 -5.26266 -0.33257
C 1.03014 -3.90337 -0.28612
H -1.68554 4.75789 0.25981
H -2.01844 4.51940 1.98176
H -3.33411 4.37307 0.80962
H -3.65089 2.17437 1.92303
H -4.29854 0.16541 2.72349
H -2.88683 -0.80762 3.17308
H -3.88498 -1.31766 1.82575
H -1.95641 -4.00174 1.29252
H -1.46793 -6.43136 1.21535
H 0.62618 -7.23543 0.16885
H 2.22014 -5.60827 -0.79763
H 1.71744 -3.18559 -0.71344
C 3.73955 0.29577 -3.53434
C 2.94484 0.00895 -2.26929
C 3.76431 -0.83593 -1.29067
O 1.80474 -0.71734 -2.69684
C 2.62490 1.35342 -1.55491
O 3.56072 2.13630 -1.42340
O 1.44046 1.58443 -1.11429
H 4.02488 -0.64890 -4.00265
H 4.62515 0.88015 -3.29769
H 3.12173 0.85710 -4.23656
H 4.05257 -1.77256 -1.77448
H 3.16757 -1.06836 -0.40477
H 4.65639 -0.29480 -0.97606
H 1.29556 -0.99270 -1.92118
C -2.52814 -0.48379 -6.07453
Si -3.82941 -1.14986 -4.89317
C -3.43353 -2.94575 -4.50067
C -5.48242 -1.06614 -5.80147
Si -3.87424 0.06849 -2.89161
Te -1.39827 0.48589 -2.64481
Si -5.30257 -1.05317 -1.41534
C -4.55363 -2.60673 -0.67927
C -6.81967 -1.58499 -2.40775
C -5.93849 0.12299 -0.09095
Si -4.76243 2.19792 -3.27997
C -3.99600 2.94488 -4.82717
C -4.36540 3.30193 -1.81507
C -6.63677 2.17580 -3.53234
H -2.51970 -1.08775 -6.98723
H -1.53118 -0.52121 -5.63326
H -2.73441 0.55153 -6.35421
H -3.27979 -3.52113 -5.41788
H -4.24037 -3.41855 -3.93561
H -2.52154 -3.00840 -3.90274
H -5.41440 -1.61800 -6.74371
H -5.74208 -0.03168 -6.04051
H -6.30248 -1.48980 -5.21849
H -4.39686 -3.34807 -1.46693
H -5.22431 -3.04674 0.06609
H -3.58728 -2.41575 -0.20598
H -6.57154 -2.37765 -3.11778
H -7.26246 -0.75693 -2.96413
H -7.57877 -1.97589 -1.72277
H -5.13001 0.65093 0.41169
H -6.52273 -0.42093 0.65734
H -6.58890 0.87493 -0.54405
H -2.90588 2.90986 -4.77435
H -4.29961 3.98991 -4.93674
H -4.31181 2.40563 -5.72405
H -3.28517 3.33240 -1.65708
H -4.82467 2.92426 -0.89875
H -4.72031 4.32247 -1.98776
H -6.92181 1.51118 -4.35173
H -7.00025 3.17930 -3.77248
H -7.15751 1.83842 -2.63413

***

84
Properties=species:S:1:pos:R:3 method="wB97M-V/def2-TZVPD" s_squared=0.76 e_lumo_ev="2.64 / 2.62" homo_ev="-4.16 / -4.22" total_charge=-1 e_above_lowest_kj_mol=127.70 spin_multiplicity=2
Ru -2.06192 0.57261 -0.35430
C -4.79927 3.14113 -2.05995
C -4.33990 1.77622 -1.63607
O -3.08814 1.56125 -1.81116
C -5.24061 0.85918 -1.11574
C -4.86890 -0.47015 -0.77447
C -5.93417 -1.51897 -0.62833
N -3.61120 -0.77214 -0.62705
N -3.28673 -2.09581 -0.40903
C -2.02539 -2.21581 -0.16856
O -1.16416 -1.22012 -0.21011
C -1.51198 -3.56400 0.18223
C -0.18659 -3.71396 0.56144
C 0.30860 -4.96134 0.91319
C -0.52125 -6.07126 0.88648
C -1.85227 -5.92586 0.51078
C -2.34728 -4.68080 0.16390
H -4.40956 3.85066 -1.32617
H -5.88418 3.22179 -2.10767
H -4.35958 3.38658 -3.02634
H -6.28780 1.12119 -1.07597
H -6.90381 -1.04513 -0.48523
H -5.71067 -2.19050 0.19830
H -5.97694 -2.12891 -1.53253
H 0.44084 -2.83956 0.58098
H 1.34623 -5.06226 1.20832
H -0.13665 -7.04655 1.15853
H -2.50669 -6.78872 0.49158
H -3.38088 -4.55389 -0.12710
C -1.42645 1.29698 3.10142
C -2.88025 1.29606 2.66123
C -3.83085 1.35512 3.84402
O -3.07728 0.06026 1.94792
C -3.11421 2.48135 1.69859
O -3.66890 3.49125 2.10703
O -2.65696 2.34000 0.50129
H -1.24913 0.47515 3.79790
H -1.19151 2.24130 3.59499
H -0.76952 1.18900 2.23630
H -3.62421 0.52531 4.52237
H -4.86790 1.29368 3.50603
H -3.71863 2.30160 4.36814
H -4.00153 0.02519 1.66994
C 3.31223 3.23707 -2.95811
Si 3.71209 2.67348 -1.20580
C 3.41726 4.12515 -0.04173
C 5.57004 2.32079 -1.15157
Si 2.34243 0.83873 -0.62987
Te 0.12890 1.97447 -0.75273
Si 2.84574 0.20194 1.56274
C 2.52576 1.64957 2.72136
C 4.64707 -0.33304 1.75429
C 1.76128 -1.22279 2.13953
Si 2.63563 -0.78527 -2.29218
C 1.82403 -0.17931 -3.87476
C 1.86117 -2.43753 -1.84857
C 4.46696 -1.10547 -2.63085
H 3.79489 4.19781 -3.16125
H 2.23609 3.35411 -3.09511
H 3.67562 2.51817 -3.69548
H 3.85221 5.03191 -0.47355
H 3.89267 3.95924 0.92675
H 2.35238 4.29534 0.12155
H 6.10897 3.25452 -1.34302
H 5.88019 1.59747 -1.90703
H 5.89142 1.94867 -0.17694
H 3.14197 2.51610 2.47873
H 2.74278 1.35397 3.75244
H 1.48144 1.96080 2.66173
H 5.33870 0.44828 1.43356
H 4.85773 -1.22815 1.16443
H 4.86242 -0.56353 2.80193
H 0.71047 -1.03310 1.90383
H 1.85467 -1.35064 3.22238
H 2.05227 -2.16218 1.66838
H 0.76922 0.03626 -3.69571
H 1.89820 -0.94464 -4.65341
H 2.28863 0.73458 -4.24729
H 0.77954 -2.34488 -1.74284
H 2.26034 -2.83648 -0.91425
H 2.07051 -3.16557 -2.63887
H 4.98098 -0.19939 -2.95698
H 4.57401 -1.85428 -3.42134
H 4.97925 -1.47928 -1.74155

***

83
Properties=species:S:1:pos:R:3 method="wB97M-V/def2-TZVPD" s_squared=6.03 e_lumo_ev="-8.68 / -11.20" homo_ev="-16.06 / -16.01" total_charge=+3 spin_multiplicity=5
Ru -0.16993 0.13071 0.55643
C -4.57500 2.79424 -2.62899
C -3.21256 2.92239 -3.28107
N -2.11687 2.92274 -2.27835
C -1.67920 4.26407 -1.83612
C -0.64886 4.85831 -2.77985
C -1.58510 1.80161 -1.87006
S -0.13967 1.90501 -0.83796
N -2.04021 0.64530 -2.37544
C -1.83738 -0.52028 -1.84486
O -1.43471 -0.73142 -0.60548
C -2.10980 -1.74273 -2.61336
C -2.74922 -1.65179 -3.85085
C -3.00214 -2.79778 -4.58456
C -2.61214 -4.03585 -4.09200
C -1.96796 -4.13371 -2.86243
C -1.71706 -2.99260 -2.12344
H -5.34999 2.85083 -3.39227
H -4.75939 3.59408 -1.91069
H -4.67516 1.83400 -2.12232
H -3.11386 3.86342 -3.81884
H -3.02384 2.11131 -3.97858
H -1.29907 4.18625 -0.81912
H -2.58289 4.87101 -1.79280
H 0.28971 4.30446 -2.74306
H -0.44722 5.89097 -2.49847
H -1.00415 4.85976 -3.81017
H -3.05194 -0.68411 -4.22512
H -3.50465 -2.72722 -5.53938
H -2.81084 -4.93027 -4.66759
H -1.67316 -5.10575 -2.48984
H -1.21870 -3.05844 -1.16463
S 2.08455 0.45329 1.10835
C 2.68596 -1.01461 0.38511
N 4.02724 -1.14213 0.25926
C 4.60128 -2.22322 -0.31074
C 3.79154 -3.21935 -0.78290
C 2.41703 -3.03425 -0.63220
N 1.87584 -1.96509 -0.05101
H 4.61869 -0.38422 0.58431
H 5.68138 -2.22299 -0.36706
H 4.20496 -4.09875 -1.25286
H 1.72263 -3.77850 -1.00519
C -2.38572 -4.15555 3.32147
Si -1.34745 -3.01470 4.33180
C -2.08857 -2.43362 5.91112
C 0.42043 -3.52137 4.47999
Sb -1.18615 -0.82749 2.76381
Si -0.15274 1.15888 4.31318
C 1.41160 0.44665 4.95604
C -1.54488 1.30789 5.50307
C 0.01562 2.60805 3.18686
Si -3.75018 -0.50608 1.93152
C -4.17601 -1.99001 0.93565
C -4.58292 -0.46967 3.57852
C -3.81843 1.13451 1.06645
H -2.16267 -5.18442 3.62060
H -2.19230 -4.07905 2.25107
H -3.44918 -3.98533 3.49841
H -2.23995 -3.31295 6.54811
H -3.05852 -1.95068 5.79060
H -1.41352 -1.76822 6.45013
H 0.45767 -4.53554 4.89073
H 0.97121 -2.86973 5.15953
H 0.93328 -3.54112 3.51684
H 1.24987 -0.54524 5.37969
H 1.78792 1.08583 5.76253
H 2.18368 0.38969 4.18877
H -1.73483 0.39593 6.06528
H -2.46811 1.64576 5.03064
H -1.25556 2.08051 6.22816
H 0.54785 2.39770 2.26019
H 0.59606 3.37656 3.71149
H -0.95838 3.03734 2.94610
H -4.34627 -2.85258 1.57918
H -3.42500 -2.23138 0.18825
H -5.11449 -1.79003 0.40616
H -4.45147 -1.39925 4.13341
H -5.65983 -0.35678 3.40075
H -4.27263 0.37423 4.19679
H -4.20358 1.01093 0.05177
H -2.85806 1.64428 0.99215
H -4.50094 1.79103 1.61195